Below is C49H53GeN2O3S2Sb2W as an isolated structure, with properties calculated with ωB97M-V with the def2-TZVPD basis set.

Results
Gap between HOMO and LUMO in eV: 6.90
Total energy in hartree: -5654.943469
LUMO in eV: -3.31
ΔE to the lowest compared entry with this formula, charge and spin in eV: 0.779

Geometry as ORCA input:
```
! RIJCOSX wB97M-V def2-TZVPD def2/J DEFGRID3
* xyz 1 1
H -0.58272 0.70875 -5.07128
H 3.61050 -2.41734 2.47195
H -0.65704 -5.51493 -3.11072
H -1.14703 -3.87168 -0.60813
C 2.78353 5.13010 -1.35883
H -3.97996 -2.35812 -1.71351
C 5.01766 5.76142 -1.98074
H -4.19166 -2.61042 0.71734
C -3.74488 -3.31317 -1.25890
C 4.51209 5.18025 0.29732
C 2.53796 4.32934 -5.92052
O 0.54614 -1.30754 -2.65756
W 0.46028 -0.09525 -0.90999
Ge -3.26286 -4.18973 -3.99620
O -0.15387 -1.57943 0.04988
C 3.55396 -1.21968 -2.41733
H 2.06156 5.38656 1.74931
H -7.39161 -2.58406 -6.45116
N 2.07938 -0.35429 0.45381
C 4.58603 1.57174 -2.24300
H 3.36201 5.69277 -3.34190
N 2.74073 0.76414 0.98995
S 2.65179 3.13582 2.00206
C 2.56346 -3.97092 0.49325
C -0.65526 1.72392 -4.68016
H 3.86915 2.74074 -5.39630
C 3.73500 -1.59926 1.76753
H 1.74802 4.96743 -1.63617
H 3.90608 -0.67358 2.30389
H 1.51749 0.05844 -4.69303
C 2.16812 4.58839 1.01420
H -5.17010 -2.31820 -5.43787
H -3.66823 -4.77427 1.79363
H -3.45255 2.25707 -3.05395
H -2.72990 -6.44847 -2.02480
H -3.23690 1.98075 -1.31173
H -8.52831 -4.77565 -6.39363
H -3.36992 0.58832 -2.40862
H -2.94214 -6.69128 0.41275
H -0.96711 4.02217 -1.22342
C 1.93476 -5.13306 0.10900
H -5.20986 -6.45244 -4.29020
H -2.72397 -2.23590 -5.51088
C -0.75367 3.77727 -2.26182
H 5.72802 6.08712 -2.72885
C -0.01403 -6.82197 -4.67338
C -0.30132 -7.36068 -5.91936
H -1.69165 -7.41152 -7.55066
H 0.22523 4.15584 -2.54087
C -3.03701 -5.59565 -1.43016
H 0.89046 -7.11090 -4.15323
H -1.58869 2.15582 -5.04180
H 4.07853 -1.36567 -3.36196
C 3.69470 5.54149 -2.32505
H 6.45817 5.73991 -0.38845
H 5.18724 0.97234 -2.92248
H 2.81945 -2.00881 -2.28333
H -3.09012 -1.65270 -3.89641
C -1.04085 -2.28128 -4.16216
H 0.96073 5.71716 -6.36870
C -2.53812 -2.41348 -4.45120
H 0.09894 -6.01258 -0.59538
C -2.33878 -6.08672 -5.99426
C 2.25418 0.83893 -4.50216
C -3.57126 -4.66432 0.72143
H -3.24897 -5.81476 -6.51660
C -0.70482 -1.52241 -2.91427
H 4.91936 1.44046 -1.21524
H 4.62174 -1.80484 1.16105
H 4.28426 -1.24291 -1.60760
C -3.15946 -5.73866 -0.05374
H -0.49661 -1.79075 -4.97440
C 3.17811 4.95792 -0.03941
C -5.65567 -3.28697 -5.40361
C 1.21529 4.73804 -5.98711
H 4.83649 5.04184 1.32144
H -1.50440 4.23287 -2.90700
C -6.93447 -5.74517 -5.33474
C 1.99372 1.80303 1.07169
C -5.68059 -5.59670 -4.76250
H -0.81873 4.18376 -5.65235
H 3.19432 0.53645 -4.96460
H 2.47360 -6.06958 0.12767
H 0.37754 -8.07134 -6.37229
C 1.84031 2.19157 -5.00331
C -5.02337 -4.36626 -4.79066
C -6.91232 -3.43091 -5.97748
C 2.54631 -1.50568 0.85960
C 0.54305 -2.74004 0.05002
C 5.42606 5.57234 -0.66495
C -3.86498 -3.44965 0.11685
H 4.62414 2.62477 -2.50270
C 0.21615 3.87194 -5.57703
C -0.10523 -3.91424 -0.32009
H 1.18621 4.40493 0.58032
C -0.89113 -5.91691 -4.09215
C 0.50016 2.59810 -5.08433
H 3.33164 4.98221 -6.25876
Sb 2.64325 0.72151 -2.40110
Sb -0.89944 1.68216 -2.54409
S 0.31894 1.80513 0.48743
C 2.83592 3.06811 -5.43328
C -3.00287 1.60452 -2.30702
C -7.55073 -4.66059 -5.94443
C -1.46411 -6.99184 -6.57944
C 0.59872 -5.09923 -0.29905
C -3.32553 -4.38051 -2.05386
C -2.06679 -5.53497 -4.74223
O -1.54835 -1.05755 -2.12384
H -7.43200 -6.70564 -5.30671
H 3.59647 -4.00415 0.80851
H -0.54687 -3.25478 -4.06355
C 1.88816 -2.73870 0.44854
*
```

***

Below is C40H23BrCaF5N7O5Se as an isolated structure, with properties calculated with ωB97M-V with the def2-TZVPD basis set.

Results
Gap between HOMO and LUMO in eV: 5.87
Total energy in hartree: -8450.292829
LUMO in eV: 3.70
ΔE to the lowest compared entry with this formula, charge and spin in eV: 1.473

Geometry as ORCA input:
```
! RIJCOSX wB97M-V def2-TZVPD def2/J DEFGRID3
* xyz -2 1
O 1.40880 -1.85110 0.48820
C 0.30590 -4.17820 -4.31470
C -3.01470 3.10150 0.30530
H 2.47010 1.74690 1.53350
C -3.20260 -1.36940 -2.43660
C -0.19050 -4.63330 -5.54940
C -3.75920 2.91840 1.45590
C -0.44660 -3.95640 0.11850
H -1.38370 1.28140 3.19280
C -0.85250 2.78360 -0.92250
C -0.91180 3.97140 -1.64860
O 2.34100 -2.89750 2.21010
H 4.46980 -1.80410 -2.80330
H -5.04260 -2.35550 -1.92170
F 0.03430 -8.25850 -5.26250
N -0.95780 -1.14370 1.86670
H -4.76950 3.29720 1.52630
C 3.72530 -1.02410 -2.74500
C 2.85950 0.15710 4.47820
H -4.44250 -2.42520 0.52760
H 2.21150 1.36240 -4.56990
C -2.57490 -1.44960 0.20810
Se 0.48130 -2.38470 -3.92910
N -1.18270 1.91880 1.27200
N -1.44940 -4.81840 0.07890
F -0.58490 -3.74090 -6.47540
Br -0.90500 -7.03530 3.49550
H -1.29250 -0.37030 -2.57470
C -0.27490 -5.97350 -5.87040
C -1.71950 2.57730 0.24940
H -3.40160 -1.31140 -3.49490
O -0.92100 6.31660 -3.17970
H 3.19240 -1.41140 -0.69170
C 0.37130 -4.85540 2.16940
C -0.07180 5.49950 -3.54800
F -0.72740 -6.36170 -7.08860
N -1.72080 -0.88510 -0.64160
H 4.04520 1.65310 3.47430
C -4.10460 -1.95320 -1.55940
O 0.79260 5.57720 -4.42460
H -3.73090 2.09150 3.44560
N 0.01510 1.81580 -1.21040
C -1.89050 1.77400 2.37590
C 3.01730 -0.80940 -1.57190
C -3.18390 2.24890 2.52630
C 0.78650 3.10710 -3.06360
H -2.44780 -6.34660 1.02270
C 0.47730 -3.90880 1.15970
H 1.45990 -1.30350 5.18600
H 3.92650 -0.39750 -4.78810
H -0.19430 -2.30050 3.43540
F 1.19610 -4.84410 -2.21470
C -1.58990 -5.68500 1.06740
H -3.43160 3.62960 -0.53710
N 1.18370 0.35440 2.29700
N 2.08170 0.11590 -1.45000
H 1.43180 3.24740 -3.91730
Ca 0.24430 -0.26570 0.28130
O -3.02880 -1.91170 2.50530
C 1.70990 -0.60360 4.40160
C -2.02550 -0.84180 -1.92740
C 0.87590 -0.47320 3.28590
H 1.09970 -4.85370 2.97060
C -0.67980 -5.74730 2.10790
C -2.19580 -1.52180 1.66740
C 3.42530 -0.23840 -3.84360
H -1.56450 4.78870 -1.37910
C 0.58170 -6.53000 -3.70680
C 0.11130 -6.94150 -4.94950
C -0.40780 -1.24890 3.17970
C 3.15650 1.03630 3.44520
C 0.81920 1.96390 -2.26320
C 1.51440 -2.79570 1.30000
F 0.94600 -7.46140 -2.79870
C 2.45990 0.74400 -3.72120
H 3.52420 0.06450 5.32760
C -0.07900 4.14070 -2.74400
C 1.80420 0.89330 -2.49560
H -1.12920 -0.89960 3.94440
C -3.78640 -1.99240 -0.21380
C 0.68520 -5.18510 -3.40970
H -0.36930 -3.27680 -0.72160
C 2.28570 1.08160 2.36980
*
```

***

Which of these has the highest ΔE to the lowest compared entry with this formula, charge and spin? C40H23BrCaF5N7O5Se